A structure of composition C7H21NO3P2Sn, computed with ωB97M-V/def2-TZVPD.

Output
charge	+2
LUMO level	-9.662	eV
Kohn-Sham gap	7.0	eV
spin multiplicity	1
E_HOMO	-16.6	eV
strongest force on any atom	14.6	eV/A

Geometry (Å):
Sn (0.0000, 0.0000, 0.0000)
P (-0.9642, -2.1317, -0.1325)
P (0.5782, 2.2605, -0.1986)
O (1.5094, -0.5044, 2.6410)
O (-1.6645, 0.5375, 0.9543)
O (-0.8788, 1.2859, 2.8727)
N (-1.8085, 1.0439, 2.1681)
C (1.4179, 3.0701, 1.2365)
C (-0.9471, -3.1649, 1.4012)
C (-0.2434, -3.2918, -1.3864)
C (0.9145, -0.3078, 1.6463)
C (-2.7544, -2.1375, -0.5882)
C (-0.8577, 3.3844, -0.4964)
C (1.7051, 2.6984, -1.6040)
H (-3.3091, -1.5391, 0.1531)
H (0.0973, -3.4130, 1.6529)
H (0.7990, -3.5224, -1.1083)
H (2.6901, 2.2295, -1.4394)
H (1.2771, 2.2967, -2.5376)
H (-0.5364, 4.4368, -0.5924)
H (1.8339, 3.7917, -1.6966)
H (2.4012, 2.5953, 1.3898)
H (-1.5325, -4.0939, 1.2811)
H (-0.7489, 0.2660, -1.5526)
H (1.5491, 4.1559, 1.0819)
H (-1.5633, 3.2875, 0.3450)
H (2.7252, -1.3100, -1.5501)
H (2.9758, -0.5920, -1.5568)
H (0.8114, 2.8958, 2.1409)
H (-0.2441, -2.7973, -2.3717)
H (-1.3701, 3.0582, -1.4157)
H (-0.8204, -4.2320, -1.4466)
H (-2.8661, -1.6567, -1.5731)
H (-1.3650, -2.5689, 2.2295)
H (-3.1624, -3.1636, -0.6181)

---

A structure of composition CsH4O2, computed with ωB97M-V/def2-TZVPD.

Output
charge	+1
LUMO level	-3.490	eV
Kohn-Sham gap	12.5	eV
spin multiplicity	1
E_HOMO	-15.9	eV
strongest force on any atom	0.3	eV/A

Geometry (Å):
Cs (-0.7373, -0.5063, -1.0802)
O (1.0005, -2.3575, 0.3242)
O (-1.0879, 2.3291, -0.1827)
H (1.4233, -2.4068, 1.1926)
H (-0.7613, 3.1145, -0.6422)
H (-1.4389, 2.6549, 0.6572)
H (1.6016, -2.8279, -0.2690)